(1)
41
Properties=species:S:1:pos:R:3 method="wB97M-V/def2-TZVPD" e_tot_ha=-863.239030 molar_mass_g_mol=229.3 de_lowest_kcal_mol=96.48 homo_ha=-0.3242 multiplicity=1 gap_ev=9.1 largest_force_ev_per_a=8.2
O 1.80975 1.28071 -0.59964
O 0.51520 3.35010 -1.41223
O -1.95182 2.23840 0.66426
O -2.33228 -2.19308 1.20541
O 2.27373 -0.29874 -3.24789
O -1.49677 2.00162 -2.57454
O 1.58690 2.78642 2.13409
O -0.88365 -0.47181 -2.90288
N -0.12415 -3.06114 -0.86665
C 0.47236 -1.42599 2.05091
C 1.24981 -2.26143 1.06730
C 1.03302 -2.14702 -0.39170
C -0.22290 -0.26680 1.85671
C -0.90712 0.26976 3.01086
H 1.03436 3.17788 2.77999
H -0.17119 0.15060 0.90578
H -1.57590 -1.13216 -2.88809
H 0.95072 -1.07975 -0.82241
H -0.10766 3.15868 -2.12954
H 0.86759 -3.23656 1.47398
H 1.45476 0.72709 0.05140
H 1.20251 3.12833 1.32432
H -0.03283 -0.93282 -2.72396
H -1.54714 1.93788 -0.18412
H -1.40433 1.81303 -3.52614
H -0.19590 -3.99083 -0.44317
H 1.86597 -2.54764 -0.94896
H 1.22010 3.52737 -1.93388
H 2.38380 0.24361 -2.57989
H 1.12739 1.80421 -1.09242
H -1.31192 -0.51361 3.67320
H -2.25833 1.42809 -2.51061
H -1.42548 3.08185 0.91163
H -0.94157 -2.58144 -0.52799
H 2.34006 -2.30755 1.36040
H 2.07840 -1.24292 -3.08853
H 0.50663 -1.78821 3.08317
H -1.99507 0.45761 2.89115
H -1.72979 -2.50865 1.95437
H -2.96084 -1.66363 1.61022
H -0.39642 1.08852 3.38610



(2)
48
Properties=species:S:1:pos:R:3 method="wB97M-V/def2-TZVPD" e_tot_ha=-4406.388776 molar_mass_g_mol=395.2 de_lowest_kcal_mol=19.11 homo_ha="-0.2843 / -0.2880" multiplicity=3 gap_ev="7.9 / 8.2" largest_force_ev_per_a=2.9
Br -21.39866 -0.88615 -28.24477
V -20.39892 1.39642 -28.93928
O -19.67141 3.34166 -29.48846
O -18.87448 1.44543 -27.42446
O -21.70059 2.48461 -27.72601
O -18.96340 0.72494 -30.26166
O -21.75177 1.47753 -30.59876
C -19.12107 5.10928 -30.92629
C -18.48414 3.26240 -25.99447
C -19.68566 4.53829 -29.65708
C -16.75880 1.38016 -26.33364
C -22.66677 1.18252 -31.33162
C -20.33682 5.48462 -28.69996
C -18.08724 1.98585 -26.68039
C -24.06914 2.64515 -28.11953
C -22.72802 1.74839 -32.72251
C -19.05603 0.82498 -32.68613
C -18.42662 0.24361 -31.43420
C -23.73767 0.25782 -30.89086
C -22.89772 2.92452 -27.19824
H -18.57334 -0.85028 -31.49132
H -22.76552 3.98425 -26.93622
H -16.86395 1.05023 -25.29371
H -19.93608 5.53778 -31.51312
H -24.66002 0.49804 -31.43295
H -19.14710 1.91393 -32.70614
H -21.88904 2.43131 -32.83784
H -24.09522 1.57036 -28.30805
H -18.50700 0.51791 -33.58305
H -19.57088 6.17208 -28.33050
H -18.33460 5.84265 -30.76393
H -23.65776 2.29857 -32.86863
H -24.02111 0.24849 -29.84292
H -23.11769 2.44069 -26.23230
H -23.47591 -0.76980 -31.15896
H -25.03623 3.03803 -27.81600
H -18.89736 2.93914 -25.03242
H -15.95872 2.11618 -26.37698
H -17.69242 3.98841 -25.81967
H -16.50325 0.50880 -26.92956
H -20.06557 0.42106 -32.81676
H -21.14544 6.06718 -29.13717
H -19.29825 3.73486 -26.53869
H -18.74084 4.26463 -31.50390
H -22.67863 0.94275 -33.45463
H -17.33396 0.39098 -31.42432
H -23.79508 3.05360 -29.10394
H -20.75494 4.92576 -27.86137